The following is a DFT calculation (ωB97M-V/def2-TZVPD) of a molecular structure, C50H65As2BrFKN5O6P in a non-equilibrium geometry.

Last column: Löwdin charge in e.
Atoms and positions in Å:
1 K 1.02 -0.59 0.66  0.499
2 O 7.13 -2.66 1.19  0.041
3 C 5.79 -2.67 0.92  -0.296
4 C 4.84 -2.67 1.93  0.040
5 C 3.50 -2.65 1.56  -0.189
6 N 3.12 -2.67 0.28  0.085
7 C 4.04 -2.77 -0.69  -0.145
8 C 5.40 -2.74 -0.41  0.055
9 C 3.59 -3.06 -2.16  -0.632
10 O 4.49 -2.90 -3.01  -0.025
11 O 2.42 -3.48 -2.34  -0.135
12 C 2.35 -2.72 2.58  -0.670
13 O 2.24 -3.80 3.19  -0.026
14 O 1.60 -1.72 2.63  -0.253
15 H 7.24 -2.59 2.15  0.092
16 H 5.12 -2.70 2.97  0.120
17 H 6.11 -2.78 -1.22  0.120
18 C 1.67 0.30 5.02  -0.303
19 As 0.66 1.17 3.57  1.147
20 C 1.35 2.97 3.94  -0.337
21 C -1.08 1.29 4.51  -0.407
22 C -1.37 2.35 5.36  -0.121
23 C -2.60 2.47 5.98  -0.108
24 C -3.58 1.51 5.76  -0.106
25 C -3.30 0.44 4.92  -0.119
26 C -2.07 0.32 4.29  -0.426
27 As -1.68 -1.16 3.02  1.176
28 C -3.47 -1.92 2.78  -0.324
29 C -1.10 -2.49 4.38  -0.285
30 H 1.50 0.80 5.97  0.017
31 H 2.73 0.34 4.76  0.023
32 H 1.38 -0.75 5.07  0.005
33 H 1.44 3.17 5.01  0.009
34 H 0.72 3.72 3.47  0.020
35 H 2.34 3.02 3.48  -0.007
36 H -0.62 3.12 5.54  0.075
37 H -2.81 3.32 6.63  0.091
38 H -4.55 1.60 6.23  0.092
39 H -4.08 -0.29 4.73  0.079
40 H -3.98 -2.13 3.73  0.012
41 H -3.32 -2.85 2.24  -0.001
42 H -4.09 -1.29 2.14  0.017
43 H -1.81 -3.32 4.39  0.007
44 H -1.08 -2.04 5.37  0.018
45 H -0.10 -2.85 4.12  -0.013
46 C 4.70 6.05 -2.70  -0.082
47 C 3.77 5.28 -3.63  -0.567
48 C 2.66 6.25 -4.09  -0.062
49 C 4.57 4.84 -4.86  -0.057
50 C 3.15 4.07 -2.94  -0.206
51 C 3.51 3.65 -1.67  -0.112
52 C 2.91 2.53 -1.13  -0.556
53 Br 3.45 1.94 0.61  0.748
54 C 1.90 1.74 -1.76  -0.445
55 O 1.36 0.77 -1.15  -0.317
56 C 1.58 2.16 -3.10  -0.081
57 C 2.20 3.29 -3.61  -0.020
58 C 0.60 1.40 -4.01  -0.527
59 C -0.08 0.18 -3.38  -0.060
60 C 1.36 0.90 -5.25  -0.052
61 C -0.52 2.36 -4.46  -0.057
62 H 5.09 6.94 -3.22  0.075
63 H 5.55 5.44 -2.39  0.080
64 H 4.18 6.39 -1.80  0.083
65 H 3.09 7.13 -4.57  0.073
66 H 2.06 6.57 -3.24  0.085
67 H 1.99 5.77 -4.81  0.071
68 H 5.03 5.70 -5.37  0.074
69 H 3.94 4.32 -5.58  0.075
70 H 5.37 4.15 -4.56  0.088
71 H 4.26 4.17 -1.08  0.082
72 H 1.94 3.58 -4.62  0.093
73 H 0.65 -0.57 -3.07  0.083
74 H -0.75 -0.25 -4.13  0.081
75 H -0.67 0.44 -2.50  0.072
76 H 2.14 0.19 -4.96  0.093
77 H 1.84 1.72 -5.79  0.066
78 H 0.68 0.40 -5.93  0.077
79 H -1.07 2.73 -3.59  0.084
80 H -1.22 1.83 -5.10  0.077
81 H -0.14 3.22 -5.01  0.064
82 F -8.46 -1.42 -1.18  -0.043
83 C -7.08 -1.33 -1.08  -0.337
84 C -6.31 -2.47 -1.22  -0.083
85 C -4.93 -2.39 -1.12  -0.093
86 C -4.23 -1.16 -0.86  -0.373
87 C -2.85 -1.10 -0.69  -0.070
88 C -5.10 -0.02 -0.77  -0.084
89 C -6.48 -0.11 -0.87  -0.076
90 H -6.79 -3.42 -1.42  0.096
91 H -4.36 -3.30 -1.26  0.069
92 H -2.32 -0.16 -0.53  0.014
93 H -2.26 -1.99 -0.86  -0.013
94 H -4.65 0.96 -0.65  0.074
95 H -7.09 0.78 -0.80  0.097
96 C -2.09 -5.26 -0.17  -0.125
97 N -1.28 -4.87 1.07  -0.067
98 C -0.26 -5.95 1.37  -0.125
99 N 0.55 -6.20 0.24  -0.141
100 C -0.27 -6.57 -0.91  -0.183
101 N -1.24 -5.54 -1.27  -0.145
102 C -0.55 -4.33 -1.79  -0.285
103 P 0.66 -3.51 -0.64  1.056
104 C -0.56 -3.57 0.82  -0.293
105 C 1.47 -5.08 -0.05  -0.270
106 H -2.75 -4.42 -0.38  0.114
107 H -2.66 -6.14 0.11  0.134
108 H -1.92 -4.77 1.86  0.157
109 H -0.83 -6.84 1.66  0.132
110 H 0.34 -5.58 2.21  0.136
111 H -0.80 -7.49 -0.68  0.122
112 H 0.39 -6.74 -1.76  0.133
113 H -1.31 -3.60 -2.08  0.081
114 H -0.01 -4.62 -2.69  0.087
115 H -1.33 -2.80 0.69  0.029
116 H -0.02 -3.35 1.75  0.054
117 H 2.02 -4.87 0.87  0.076
118 H 2.19 -5.40 -0.81  0.091
119 C -3.36 5.36 -0.31  -0.056
120 C -2.71 4.13 0.25  -0.276
121 C -1.34 3.94 0.19  -0.018
122 C -0.80 2.76 0.70  -0.133
123 N -1.53 1.79 1.24  0.058
124 C -2.85 1.97 1.28  -0.151
125 C -3.48 3.11 0.82  -0.036
126 H -2.64 6.17 -0.42  0.071
127 H -4.17 5.71 0.33  0.073
128 H -3.78 5.16 -1.29  0.083
129 H -0.69 4.68 -0.26  0.111
130 H 0.28 2.59 0.65  0.085
131 H -3.43 1.14 1.67  0.095
132 H -4.56 3.19 0.88  0.110

The HOMO-LUMO gap comes out at 4.06 eV. The highest occupied orbital energy is -0.586 eV. The spin multiplicity is 1. Its net charge is -2. For the largest force on an atom, the calculation gives 1.20 eV Å⁻¹. The energy is -292692.9729 eV.

The following is a DFT calculation (ωB97M-V/def2-TZVPD) of a gas-phase ion, C4H12N3 (charge +1) in a non-equilibrium geometry.

Last column: natural (NBO) charge in e.
Atoms and positions in Å:
1 N -0.19 -1.72 2.63  -0.834
2 C -0.36 -1.29 1.27  -0.204
3 C 0.64 -0.20 0.89  -0.478
4 C 0.48 0.51 -0.42  0.254
5 N 1.62 0.79 -1.19  -0.818
6 C -0.77 0.91 -0.74  -0.199
7 N -0.97 1.28 -2.24  -0.704
8 H 0.41 -2.53 2.68  0.372
9 H -1.07 -1.97 3.07  0.380
10 H -1.40 -0.98 1.08  0.190
11 H -0.25 -2.06 0.48  0.171
12 H 0.55 0.45 1.74  0.267
13 H 1.64 -0.75 0.76  0.221
14 H 2.46 0.69 -0.61  0.409
15 H 1.70 1.77 -1.46  0.388
16 H -1.63 1.22 -0.17  0.249
17 H -0.06 1.16 -2.70  0.443
18 H -1.34 2.21 -2.39  0.445
19 H -1.48 0.51 -2.69  0.447

The HOMO-LUMO gap comes out at 9.01 eV. The highest occupied orbital energy is -12.590 eV. The spin multiplicity is 1. Its net charge is +1. As for the SMILES: NCC/C(N)=C/[NH3+]. For the largest force on an atom, the calculation gives 2.51 eV Å⁻¹. The energy is -8805.1369 eV.

The following is a DFT calculation (ωB97M-V/def2-TZVPD) of a single C4H10N2O2 molecule in a non-equilibrium geometry.

Last column: natural (NBO) charge in e.
Atoms and positions in Å:
1 C 1.03 -0.78 2.26  -0.242
2 O 0.49 0.18 1.47  -0.441
3 N 0.67 -0.21 0.10  -0.087
4 C 1.89 1.06 -0.35  0.535
5 O 2.39 1.16 -1.43  -0.481
6 N -0.57 -0.02 -0.55  -0.287
7 C -1.02 1.31 -0.70  -0.432
8 C -0.66 -0.75 -1.75  -0.423
9 H 0.76 -0.54 3.30  0.198
10 H 2.11 -0.72 2.08  0.158
11 H 0.68 -1.83 1.86  0.179
12 H 1.82 1.74 0.51  0.139
13 H -2.03 1.26 -0.93  0.206
14 H -0.82 1.90 0.22  0.209
15 H -0.56 1.94 -1.53  0.164
16 H 0.02 -1.55 -1.49  0.229
17 H -1.70 -1.16 -1.79  0.194
18 H -0.47 -0.27 -2.71  0.182

The HOMO-LUMO gap comes out at 8.97 eV. The highest occupied orbital energy is -8.380 eV. The spin multiplicity is 1. Its net charge is 0. As for the SMILES: CON(C=O)N(C)C. For the largest force on an atom, the calculation gives 3.76 eV Å⁻¹. The energy is -11380.2504 eV.